Below is the molecule CH2N2O2S, with properties calculated with ωB97M-V/def2-TZVPD.

Values from the calculation:
Strongest force on any atom   3.44 eV/A
Spin multiplicity   1
Relative energy (zero: lowest compared OMol25 entry of this formula, charge and spin)   8.2502 eV
HOMO level (alpha / beta)   -9.2 / -9.2 eV
Frontier orbital gap (alpha / beta)   6.5 / 6.5 eV

Geometry as XYZ:
```
8
Properties=species:S:1:pos:R:3:forces:R:3
C -0.171 -0.349 -0.590 2.37 -1.93 -0.22
N -1.041 0.689 -0.684 -2.94 0.48 -1.71
N 0.686 -0.608 0.401 0.01 0.27 0.63
O -0.221 1.534 1.094 -0.42 1.53 1.61
O -1.131 1.577 0.178 1.50 -0.45 0.24
S -0.072 -1.382 -1.866 -0.74 0.08 -1.15
H 0.607 -0.112 1.263 0.46 0.07 0.25
H 1.344 -1.348 0.205 -0.24 -0.05 0.36
```
Forces are in eV/Å.